(1)
# C7H11O4

A gas-phase ion, C7H11O4 (charge +1) (the ωB97M-V functional and the def2-TZVPD basis, OMol25).

As for the charge: +1. The LUMO energy is -4.47 eV. The calculation puts the electronic energy at -15618.0145 eV. The calculation puts the energy relative to the best compared isomer or geometry (same formula, charge and spin) at 91.4 kJ/mol. As for the spin multiplicity: 1.

Last column: Löwdin charge in e.
Element x y z (Å)
C 1.75485 1.81359 -0.32456  -0.12
C -0.27904 0.62091 -0.31107  -0.33
C 2.10915 -0.50509 -0.03022  -0.31
C -0.38517 -1.97143 1.08275  -0.09
C -2.42673 1.67067 0.22170  0.12
C -0.20654 -1.82881 -0.42546  -0.18
C 0.47940 -0.48554 -0.67450  -0.11
O 0.36071 1.77413 -0.23893  0.14
O 2.64936 -1.54698 0.06186  0.22
O -1.48559 0.53452 -0.01573  0.07
O 2.50604 0.77005 0.27086  0.08
H 2.18233 1.88410 -1.39639  0.19
H 2.08605 2.73038 0.29909  0.20
H -0.81878 -1.05818 1.50377  0.08
H -1.28496 -2.61608 1.21383  0.10
H 0.45396 -2.51138 1.56973  0.10
H -2.06158 2.34699 1.01613  0.13
H -3.35642 1.22215 0.43834  0.09
H -2.44485 2.09864 -0.81185  0.13
H 0.56035 -2.64827 -0.80935  0.17
H -1.21218 -1.76720 -0.90238  0.13
H 0.81964 -0.52717 -1.73761  0.20


(2)
# C5H8N2O

C5H8N2O in the gas phase (the ωB97M-V functional and the def2-TZVPD basis, OMol25).

As for the SMILES: [H]/N=C(\C)NC(=C)C=O. The LUMO energy is 0.17 eV. The calculation puts the electronic energy at -10339.3344 eV. The calculation puts the energy relative to the best compared isomer or geometry (same formula, charge and spin) at 327.2 kJ/mol. As for the spin multiplicity: 1.

Last column: Löwdin charge in e.
Element x y z (Å)
C -1.64596 -1.10538 -1.54847  -0.07
C -0.41625 -0.29497 -1.07172  -0.55
C 0.87893 0.27077 1.13371  -0.31
C 1.64300 -0.21249 2.04187  0.08
C 0.73829 1.70679 0.93166  -0.23
H -1.93637 -0.39576 -2.45360  0.08
H -1.25579 -2.15818 -2.03481  0.13
H -2.41155 -1.07873 -0.59321  0.12
H -0.45810 0.64584 -2.78227  0.10
H -0.41234 -1.20341 0.89012  0.14
H 1.92834 0.41986 2.98898  0.13
H 1.80048 -1.20646 2.22422  0.04
H -0.21405 2.11987 0.49716  0.13
N 0.19741 0.52033 -1.85705  0.09
N 0.06513 -0.57122 0.22068  0.07
O 1.49882 2.54314 1.41274  0.04


(3)
# C43H27F15GeN5O5PRhS4

A molecular structure, C43H27F15GeN5O5PRhS4 (the ωB97M-V functional and the def2-TZVPD basis, OMol25).

As for the charge: -1. The LUMO energy (alpha / beta) is 1.17 / 1.17 eV. The calculation puts the electronic energy at -215635.3417 eV. The calculation puts the energy relative to the best compared isomer or geometry (same formula, charge and spin) at 123.6 kJ/mol. As for the spin multiplicity: 1.

Last column: Löwdin charge in e.
Element x y z (Å)
Rh 0.39719 0.53035 -0.06192  0.71
C 6.57952 -2.89422 -3.74352  -0.05
C 5.60196 -1.81695 -3.35410  -0.27
C 4.23549 -2.07531 -3.30713  -0.03
C 3.33615 -1.10362 -2.90054  -0.06
C 3.80724 0.14915 -2.53358  -0.27
C 5.16302 0.44567 -2.62431  -0.06
C 6.04812 -0.53640 -3.03973  -0.04
S 2.73611 1.33225 -1.77309  0.59
O 3.45106 2.57892 -1.80811  -0.28
O 1.41744 1.25755 -2.38995  -0.34
N 2.41902 0.79726 -0.31125  -0.25
C 3.13526 1.01533 0.83647  -0.29
C 4.46027 1.34494 0.97101  0.01
C 5.01607 1.51116 2.25788  -0.06
C 4.25739 1.39295 3.38742  -0.04
C 2.87950 1.08233 3.26920  -0.15
C 1.99826 1.01345 4.36722  0.01
C 0.68497 0.71718 4.16688  -0.03
C 0.22689 0.45774 2.86388  -0.15
N 1.02351 0.50435 1.81777  -0.01
C 2.34553 0.84878 1.99479  -0.15
H 6.11940 -3.87955 -3.68329  0.07
H 7.45284 -2.88055 -3.09060  0.08
H 6.93262 -2.75092 -4.76716  0.08
H 3.86233 -3.05429 -3.58434  0.12
H 2.27948 -1.31899 -2.85340  0.05
H 5.50734 1.43877 -2.36974  0.11
H 7.10454 -0.30475 -3.11620  0.11
H 5.07214 1.49296 0.09276  0.10
H 6.06819 1.75157 2.33958  0.11
H 4.67942 1.55571 4.37028  0.11
H 2.37943 1.21565 5.36126  0.12
H -0.01985 0.67567 4.98469  0.11
H -0.80891 0.22036 2.67866  0.03
O 0.13138 2.54639 0.33016  -0.35
N 1.18103 3.32559 0.55802  0.02
C 1.30719 4.25781 -0.32141  -0.31
C 0.36742 4.46403 -1.40528  -0.15
N -0.41208 4.64923 -2.22756  0.19
C 2.42137 5.16774 -0.17018  -0.18
N 3.30164 5.89488 -0.04675  0.15
F -2.82600 -1.77304 -1.55653  0.06
C -4.13662 -1.64516 -1.36609  -0.23
C -4.67990 -0.41922 -1.01041  -0.12
C -6.05926 -0.36056 -0.91225  -0.23
F -6.66874 0.80036 -0.61763  0.09
C -6.86975 -1.46194 -1.10614  -0.14
F -8.20005 -1.37083 -0.99506  0.11
C -6.28925 -2.67630 -1.42247  -0.13
F -7.05825 -3.75166 -1.60397  0.12
C -4.91825 -2.77290 -1.56674  -0.14
F -4.37404 -3.93822 -1.91227  0.12
Ge -3.52209 1.10625 -0.51589  0.73
S -1.83835 0.43447 0.61914  0.41
C -4.46358 2.11422 0.89932  -0.15
C -5.09506 1.45491 1.93905  -0.23
F -5.23493 0.11890 1.91304  0.09
C -5.60235 2.11152 3.04460  -0.14
F -6.21084 1.43896 4.02803  0.11
C -5.46746 3.48437 3.13422  -0.13
F -5.95071 4.13549 4.19499  0.12
C -4.81717 4.17710 2.13121  -0.14
F -4.67448 5.50152 2.22726  0.12
C -4.30658 3.48050 1.04932  -0.22
F -3.62136 4.18895 0.14384  0.10
C -3.55423 2.15484 -2.16178  -0.11
C -2.58915 1.86686 -3.11425  -0.23
F -1.68547 0.91413 -2.86094  0.08
C -2.52524 2.51048 -4.33546  -0.14
F -1.59059 2.20563 -5.23269  0.13
C -3.46666 3.48178 -4.62285  -0.13
F -3.43282 4.11788 -5.79307  0.13
C -4.45520 3.78317 -3.70395  -0.14
F -5.37236 4.70938 -4.00075  0.12
C -4.49362 3.11391 -2.49359  -0.22
F -5.50432 3.41659 -1.66836  0.10
C 3.24566 -4.69462 1.70354  -0.05
C 3.21439 -3.71794 0.54311  -0.43
C 3.33183 -2.27097 0.98196  -0.06
O 2.04511 -3.98835 -0.26923  -0.33
P 0.54256 -3.46718 -0.10776  -0.13
S -0.65427 -4.71671 -0.92536  0.28
S 0.53413 -1.60086 -0.97797  0.40
O 0.42700 -3.33341 1.48385  -0.31
C -0.60692 -2.56764 2.14532  -0.49
C -0.30684 -2.68467 3.62442  -0.04
C -2.00779 -3.03708 1.80468  -0.07
H 4.18849 -4.59531 2.24601  0.08
H 3.15377 -5.71758 1.33859  0.08
H 2.41945 -4.49534 2.38511  0.07
H 4.03815 -3.93903 -0.13886  0.14
H 2.56248 -2.01757 1.71239  0.07
H 3.23826 -1.59860 0.13107  0.05
H 4.31096 -2.11734 1.44225  0.09
H -0.49624 -1.53763 1.81604  0.03
H -0.42602 -3.71925 3.94998  0.09
H -0.99225 -2.05483 4.19521  0.08
H 0.71547 -2.36646 3.84013  0.08
H -2.13733 -4.08705 2.07147  0.09
H -2.20470 -2.92694 0.74072  0.03
H -2.72752 -2.42020 2.34767  0.08


(4)
# C4H5NO

C4H5NO in the gas phase (the ωB97M-V functional and the def2-TZVPD basis, OMol25).

As for the SMILES: N#C[C@H]1C[C@H]1O. The LUMO energy is 0.75 eV. The calculation puts the electronic energy at -7763.7398 eV. The calculation puts the energy relative to the best compared isomer or geometry (same formula, charge and spin) at 268.9 kJ/mol. As for the spin multiplicity: 1.

Last column: Löwdin charge in e.
Element x y z (Å)
C 0.10407 -1.12130 0.29994  -0.47
C -1.27882 -0.81928 -0.17031  -0.02
C -0.56923 0.18115 0.78498  -0.15
C -0.00719 1.44657 0.08827  -0.17
H 1.58977 -0.35209 -0.04329  0.18
H 0.23927 -1.69319 1.23165  0.15
H -2.12691 -1.50940 0.14117  0.14
H -1.30672 -0.44821 -1.07513  0.05
H -0.74372 0.21793 1.84353  0.12
N 0.53022 2.19306 -0.60268  0.14
O 1.14298 -1.21117 -0.48705  0.02